No. 1
Formula: C3H7N5
Source: the OMol25 dataset
Level of theory: the ωB97M-V functional and the def2-TZVPD basis

Summary:
**DFT total energy**: -392.2136 Ha
**Net charge**: 0
**Relative energy (zero: lowest compared OMol25 entry of this formula, charge and spin)**: 2.324 eV
**SMILES string**: CN(N)c1ncn[nH]1
**2S+1**: 1

The geometry in XYZ format:
```
15
Properties=species:S:1:pos:R:3:forces:R:3:lowdin_charge:R:1
N 3.2163 -0.6720 -0.0715 3.1 -1.4 0.4 0.01
N 1.8244 1.0314 -0.0734 -0.5 0.5 0.0 0.10
N -0.1768 -0.1224 0.2251 -1.6 -3.8 1.1 -0.19
N -0.7796 -1.5173 0.0254 1.4 2.2 -1.6 0.09
N 1.9968 -1.1445 0.1150 -2.5 -0.3 0.5 0.04
C -0.9972 1.0572 0.1512 1.3 0.1 -1.0 -0.07
C 1.1678 -0.1143 0.1205 -0.5 2.6 -0.6 -0.43
C 3.1011 0.6182 -0.1717 -0.2 -1.7 -0.1 -0.24
H -0.1476 1.8750 -0.0638 -2.6 -1.2 0.6 0.12
H 4.0316 1.0936 -0.3721 0.0 1.2 -0.1 0.10
H -1.0609 -1.4853 -0.9645 0.7 -0.2 0.0 0.08
H -1.6999 -1.6594 0.3960 -0.3 0.8 1.5 0.06
H 1.6445 -1.9846 0.5640 1.1 -0.3 -0.5 0.16
H -1.6612 0.8016 -0.7136 0.2 1.2 0.5 0.08
H -1.5968 1.1268 1.0876 0.5 0.6 -0.7 0.08
```
Forces are in eV/Å.

---

No. 2
Formula: C7H8F3N4OS
Source: the OMol25 dataset
Level of theory: the ωB97M-V functional and the def2-TZVPD basis

Summary:
**DFT total energy**: -1263.1724 Ha
**Net charge**: +1
**Relative energy (zero: lowest compared OMol25 entry of this formula, charge and spin)**: 0.026 eV
**2S+1**: 1

The geometry in XYZ format:
```
24
Properties=species:S:1:pos:R:3:forces:R:3:lowdin_charge:R:1
S 0.9145 -1.1330 -0.1749 2.1 -2.0 -1.0 1.13
F 0.2563 1.0112 -1.8879 -1.1 -0.7 0.1 0.10
F -1.7909 1.4789 -2.5359 0.2 -0.8 0.8 0.16
F -0.3755 0.6361 -3.8914 -0.1 -0.7 0.4 0.11
O -1.3570 1.0033 2.1214 2.0 -0.4 -1.3 0.05
N 1.2094 -3.3044 -1.7262 -1.4 1.5 0.5 0.16
N 0.8967 0.9257 2.0436 1.0 0.1 -0.5 0.20
N -0.8844 1.8072 3.0662 1.7 1.1 1.6 0.13
N -0.6138 -1.9011 -2.3007 2.1 -6.1 -1.4 0.06
C -0.8159 0.5544 -2.5828 1.2 2.5 -1.9 -0.57
C 0.4803 1.7457 2.9995 -2.5 0.8 1.5 -0.35
C -1.3540 -0.8173 -2.3931 -1.1 2.7 0.2 0.00
C -0.2068 0.5521 1.5012 -2.5 -2.8 -1.4 -0.43
C -0.4328 -0.4727 0.5217 -1.9 1.3 0.5 -0.33
C 0.4340 -2.2466 -1.4941 -0.4 2.9 1.1 -0.51
C 1.2514 2.7006 3.8329 1.6 0.2 -0.7 0.00
H 0.7248 -3.8879 -2.4288 1.8 -0.7 0.7 0.15
H -0.8067 -2.7295 -3.0188 -0.1 2.3 1.7 0.24
H 2.3261 2.4709 4.1204 -1.5 -0.1 -0.7 0.12
H 1.9336 -3.4276 -0.9720 -1.0 -1.0 -1.6 0.16
H -2.3005 -0.8660 -2.8855 -0.5 -0.5 -0.1 0.15
H -1.4591 -0.6977 0.1933 0.7 0.1 0.4 0.11
H 0.7334 3.0158 4.7040 -0.7 -0.1 0.8 0.07
H 1.2370 3.5817 3.1877 0.5 0.3 0.1 0.09
```
Forces are in eV/Å.

---

No. 3
Formula: C3H6N2O2S
Source: the OMol25 dataset
Level of theory: the ωB97M-V functional and the def2-TZVPD basis

Summary:
**DFT total energy**: -775.9505 Ha
**Net charge**: 0
**Relative energy (zero: lowest compared OMol25 entry of this formula, charge and spin)**: 5.161 eV
**2S+1**: 1

The geometry in XYZ format:
```
14
Properties=species:S:1:pos:R:3:forces:R:3:lowdin_charge:R:1
S 0.6479 1.4973 -0.6627 -0.1 -1.3 0.3 0.74
O 1.1650 -0.8722 0.3593 0.5 -0.9 0.9 -0.10
O -0.9310 -1.7553 -0.8758 -0.2 -0.4 -1.0 0.10
N -2.0380 -0.1818 0.2187 -3.3 1.0 1.6 -0.04
N -1.8350 0.9074 1.1035 3.6 0.2 0.7 -0.03
C -0.9692 -0.6621 -0.3411 -1.0 -4.4 -0.8 -0.61
C 0.2852 -0.0563 -0.1191 4.0 4.6 -1.3 -0.80
C 2.5467 -0.5999 0.6183 2.1 -0.4 0.7 -0.08
H -0.5879 0.6159 1.5468 -5.0 2.0 -1.3 0.21
H 3.1397 -0.1764 -0.2408 -1.1 -0.8 0.3 0.09
H 2.9327 -1.6645 0.9137 -0.5 2.3 -0.5 0.13
H -2.8618 -0.8388 0.4175 1.8 1.5 -0.5 0.20
H -1.7286 1.7836 0.4550 0.3 -2.0 1.7 0.07
H 2.8021 0.1737 1.4394 -1.2 -1.3 -0.9 0.11
```
Forces are in eV/Å.

---

No. 4
Formula: C27H79N7O11
Source: the OMol25 dataset
Level of theory: the ωB97M-V functional and the def2-TZVPD basis

Summary:
**DFT total energy**: -2286.0666 Ha
**Net charge**: 0
**Relative energy (zero: lowest compared OMol25 entry of this formula, charge and spin)**: 0.000 eV
**2S+1**: 1

The geometry in XYZ format:
```
124
Properties=species:S:1:pos:R:3:forces:R:3:lowdin_charge:R:1
O -5.5745 -1.8770 -2.3437 -1.2 -0.5 -0.5 -0.24
O 2.0592 0.7696 6.0037 -0.3 1.7 0.7 -0.21
O 1.5568 -3.3049 -5.6905 -1.6 2.6 1.0 -0.15
O -0.3357 1.5849 -3.5423 -1.1 -2.1 -0.8 0.00
O 5.2896 4.3030 1.7296 0.4 1.1 -0.2 -0.20
O 0.0939 3.5040 -2.6511 1.5 1.3 0.5 0.00
O -5.6592 0.2468 0.9403 -0.3 -1.3 3.3 -0.19
O -1.9162 3.1351 -3.5598 -0.1 -0.1 -0.4 -0.01
O 2.3111 1.9076 -2.2885 4.9 0.5 4.0 -0.17
O 1.8974 -4.5852 3.4333 0.7 -1.0 0.8 -0.21
O 0.3988 4.7692 -0.3802 0.2 3.6 7.1 -0.07
N -2.9513 0.5964 -1.5021 0.4 -1.1 -1.0 0.03
N -2.0580 -2.4151 -3.2777 -9.2 -2.4 -1.6 0.00
N -0.4244 -1.9992 2.4269 -1.6 0.8 1.0 0.00
N -0.2174 -2.1743 -2.7036 14.8 -1.2 6.0 0.05
N 0.1187 0.5363 -0.6107 1.2 0.9 -7.0 0.36
N 0.6087 0.7712 2.5767 -4.5 -2.3 4.0 0.06
N 2.2511 2.6171 0.4112 -0.2 0.9 -0.9 0.02
C 0.5853 -2.9969 2.2621 1.6 -2.2 -0.5 -0.38
C 2.8801 -4.8871 4.4779 -1.8 1.7 -0.1 -0.05
C 3.3731 2.6053 -2.9135 1.5 -1.4 -2.4 -0.14
C -3.5199 0.5402 -0.2454 -0.9 0.1 5.4 -0.44
C -0.7481 5.0367 0.4499 -0.3 2.8 -4.4 -0.11
C 4.2040 4.0283 0.8689 0.7 -2.1 -0.1 -0.25
C 3.0710 0.2178 6.7479 -6.3 -3.5 5.1 -0.12
C 5.9007 5.5554 1.4050 -0.8 1.3 0.5 -0.12
C 1.5731 -2.4176 1.1631 2.5 -2.6 0.2 -0.07
C 0.7205 1.2086 4.1483 -0.2 -4.6 -2.2 -0.25
C 4.3805 1.7280 1.4085 -3.8 -4.2 -2.0 -0.08
C 3.3620 2.8279 1.4170 -1.0 2.7 -1.6 -0.42
C -3.0358 1.6265 0.7543 -1.7 3.1 -6.3 -0.02
C 2.1184 0.6615 4.6257 -0.7 -1.5 -0.7 -0.22
C -6.7509 -1.2098 -2.8613 0.5 0.9 -0.1 -0.09
C -3.2336 -2.4246 -2.4493 -4.2 -4.1 -2.4 -0.38
C -2.8943 -1.9151 -1.1273 0.0 0.9 1.0 -0.11
C -4.4129 -1.7045 -3.1775 0.2 2.1 5.4 -0.16
C -7.0746 -0.0147 1.1096 1.8 2.5 -2.8 -0.04
C 2.1698 -2.1981 -3.0213 -1.0 2.0 2.1 -0.06
C -0.7337 2.8784 -3.2925 -1.8 0.4 1.1 -0.84
C 1.5554 -4.4251 -6.4514 -2.2 -4.1 7.5 -0.15
C 0.8549 -2.0331 -3.6669 0.3 -1.4 -1.6 -0.34
C -5.1255 0.4711 -0.2858 2.1 -1.6 -1.8 -0.22
C 1.2172 -3.3787 3.6261 -3.0 -2.4 -0.1 -0.26
C -0.5249 0.5933 4.9377 1.7 -0.8 1.9 -0.06
C 0.6266 -3.2813 -4.5818 2.2 0.4 -0.5 -0.15
H 3.7050 -4.2569 4.2365 1.3 -0.1 -0.2 0.07
H 4.9102 1.5742 0.3069 -1.5 0.2 3.2 0.15
H -0.0868 0.5720 0.2755 -1.4 -0.3 6.9 0.00
H 3.6107 4.8711 0.7252 -1.2 1.7 -0.1 0.09
H 4.3418 2.7069 -2.3756 -0.9 -1.0 0.6 0.05
H 0.4696 -0.2823 2.3961 0.0 2.3 1.1 0.03
H 2.5997 2.1689 -0.4783 -0.3 0.9 1.5 0.03
H 3.6860 1.7949 -3.8644 -0.7 3.3 2.0 0.16
H 3.7660 0.7380 1.8733 1.4 1.7 -2.1 0.11
H 2.8197 3.1573 2.3997 1.5 -1.0 -1.4 0.16
H -3.4696 1.7250 1.6588 -1.2 -0.4 3.1 0.03
H 1.3514 0.9380 2.0368 4.1 1.9 -2.0 -0.07
H -1.0834 4.3823 1.0797 -0.6 -5.1 3.7 0.00
H -6.7836 -1.1369 -4.0010 0.2 -0.2 1.5 0.11
H -4.3121 -0.6150 -3.2065 0.5 0.0 -0.8 0.12
H 1.1493 -2.1599 0.1716 -0.2 -0.5 0.7 0.05
H -3.6855 -3.5571 -2.4413 0.9 2.2 0.5 0.19
H -0.7359 5.8953 1.0222 1.8 2.2 1.3 0.05
H -1.7699 5.3158 0.0787 0.9 -0.5 -1.9 0.11
H -7.5104 0.9373 0.8045 -0.7 0.3 0.8 0.09
H 1.8998 -4.3439 -7.3168 4.9 1.5 -6.9 0.01
H 3.9275 0.6669 6.7051 5.4 2.0 -0.9 0.01
H -4.6737 -2.0954 -4.0439 -0.4 -1.8 -4.5 0.07
H 6.6735 5.8433 2.2519 -2.0 -0.3 -1.8 0.12
H -0.3203 -0.5125 4.9367 -0.5 0.8 0.2 0.05
H -2.0243 1.7720 0.6706 2.8 -0.4 0.7 0.01
H 2.2255 -1.6063 1.4557 -0.6 1.0 0.8 0.04
H 0.2504 -4.1783 1.9322 0.3 3.6 0.4 0.20
H -6.7759 -0.1862 -2.4061 0.1 -0.5 -0.7 0.08
H 0.6212 2.2448 4.1732 0.5 1.8 -0.1 0.10
H -0.4582 -0.1440 -1.1446 0.2 0.6 0.3 0.11
H -1.2299 1.2000 -3.7418 1.3 0.0 -0.2 0.11
H -3.0920 -0.4278 0.3064 -1.2 2.3 -1.1 0.14
H 1.7380 -2.7140 4.1774 2.9 3.0 0.7 0.05
H 0.4091 -3.4598 4.4907 0.3 -0.6 -1.9 0.16
H 1.7069 3.5576 0.0895 1.7 -2.6 1.2 0.11
H 3.1782 3.7169 -3.0505 -0.5 -1.5 -0.9 0.10
H -3.6936 -1.7209 -0.3099 1.0 -0.9 -2.4 0.13
H 2.9129 -0.8786 6.7350 1.3 0.1 -0.7 0.09
H -5.4951 1.4185 -0.6645 -0.1 0.2 -0.8 0.13
H 2.5219 -4.4015 5.4279 0.1 -1.2 -0.4 0.09
H 2.9979 -2.2876 -3.5765 2.8 -0.2 -2.9 0.04
H 1.6682 1.8026 -2.8846 -4.2 -0.3 -3.7 -0.04
H -0.4415 -1.4619 3.3343 0.4 -1.2 -1.2 0.06
H -2.1516 -3.0569 -4.0055 -1.7 -0.7 -2.7 0.09
H 0.7466 -1.0797 -4.2907 0.0 -1.1 1.0 0.18
H 0.8755 -4.1683 -3.9295 -0.7 0.5 -0.6 0.15
H 5.0757 6.3415 1.0548 1.4 -1.1 1.9 0.12
H -3.2981 2.6785 0.2135 0.0 -1.9 1.1 0.13
H 0.6752 -4.9052 -6.8490 -2.0 0.2 1.0 0.09
H 3.1059 -5.9609 4.5170 -0.2 0.6 0.0 0.09
H -1.3269 -2.4229 2.3967 -0.8 -0.2 -0.2 0.08
H -3.1648 -0.3428 -1.9353 -0.9 3.9 -0.8 0.03
H -1.4077 0.7924 4.3868 -0.9 0.2 -0.6 0.04
H 2.2091 -3.0214 -2.3899 -0.5 -2.0 1.1 0.07
H 4.5527 3.6902 -0.1557 -0.1 0.4 0.9 0.12
H -2.2077 -2.5856 -0.6971 1.1 -0.8 0.8 0.08
H 2.8070 0.2908 8.0025 0.3 0.5 -3.4 0.16
H -1.3172 -3.0556 -2.9071 -8.5 0.7 -1.7 0.00
H 1.1052 0.3328 -0.7758 0.1 0.1 0.2 0.11
H -0.9106 -1.7642 -3.0750 -4.1 5.0 -2.5 -0.12
H -0.7593 0.8530 6.1131 1.2 -0.2 -3.1 0.14
H -7.3333 -0.3268 2.0817 0.1 -0.4 1.0 0.08
H -0.5976 -3.1586 -2.6302 8.4 0.4 2.7 0.10
H 6.3900 5.5598 0.4461 1.0 -0.8 -0.4 0.05
H 2.4720 -0.4724 4.4173 -1.5 2.0 -0.2 0.15
H -2.3471 -0.9213 -1.4951 0.8 -3.7 2.7 0.07
H 2.8372 1.2434 4.0384 0.5 0.4 0.7 0.09
H -7.4025 -0.6174 0.3016 -0.4 -1.5 -0.4 0.06
H -7.6752 -1.6746 -2.4966 0.5 -0.4 -0.1 0.08
H -0.3901 -3.2094 -4.9320 -0.4 -0.6 -0.4 0.11
H 2.0056 -5.2106 -5.7559 0.0 0.2 -1.6 0.13
H -0.0260 1.5318 -0.9232 0.1 -1.0 -0.4 0.14
H -5.2335 -0.4403 -0.9774 -0.7 1.6 0.7 0.11
H 2.4962 -3.1341 1.0133 -2.1 0.5 -0.2 0.11
H -2.8894 1.4157 -2.0407 -0.5 1.4 -0.8 0.08
H 0.2175 4.3824 -1.1456 -2.0 -2.7 -5.9 -0.07
H 2.3972 -1.3981 -2.3342 -0.1 0.8 0.2 0.07
H 4.9849 1.7642 2.2134 2.9 0.9 2.1 0.01
```
Forces are in eV/Å.

---

No. 5
Formula: C41H65MgN3P2Si
Source: the OMol25 dataset
Level of theory: the ωB97M-V functional and the def2-TZVPD basis

Summary:
**DFT total energy**: -2937.8267 Ha
**Net charge**: 0
**2S+1**: 1

The geometry in XYZ format:
```
113
Properties=species:S:1:pos:R:3:forces:R:3:lowdin_charge:R:1
P -17.6202 -2.7782 0.3916 1.2 -1.4 0.3 1.08
P -21.1193 -5.9746 3.3218 0.0 0.9 -0.3 1.09
Si -20.9051 -2.8948 1.5826 -0.1 -1.4 0.8 0.59
Mg -19.1948 -4.8327 1.5237 -0.6 0.1 -0.4 0.21
N -19.6761 -5.5341 -0.5920 0.9 -2.2 1.1 -0.01
N -17.8297 -4.4466 4.4668 0.2 0.1 0.4 0.02
N -17.5883 -6.2725 1.5416 0.2 0.8 -0.6 -0.02
C -23.9344 -6.2462 2.7200 1.2 0.6 0.0 -0.20
C -17.8062 -1.2925 -3.8990 1.8 -0.5 0.1 -0.19
C -19.1359 -1.8544 -3.3684 0.9 -0.5 0.2 -0.17
C -22.6749 -6.9542 3.2344 -0.9 -1.9 0.0 -0.42
C -20.1270 -7.6234 7.0936 -0.1 -0.2 -0.3 -0.17
C -17.2019 -0.2042 -2.9403 -0.3 -0.4 -0.3 -0.17
C -15.1349 -4.0090 -0.0846 0.4 0.4 -1.7 -0.26
C -22.8282 -3.1880 5.8713 0.0 -0.6 -0.3 -0.07
C -17.9644 0.5388 2.7483 2.5 -0.3 -0.6 -0.07
C -18.2649 -1.5566 1.5266 0.6 1.2 -0.1 -0.41
C -17.7623 -7.6532 1.0765 0.5 -1.1 0.3 -0.25
C -23.1385 -8.1685 0.9363 -1.2 0.1 0.4 -0.21
C -18.6597 -7.2394 6.9355 0.5 -1.4 -2.0 -0.18
C -22.5992 -8.3380 2.3822 -0.2 1.0 0.5 -0.16
C -15.7250 -2.8652 0.7657 -0.8 0.2 0.7 -0.38
C -19.0707 -1.9912 -1.8396 -0.6 1.9 -0.4 -0.23
C -18.3397 -4.2363 3.4496 -0.1 0.0 -0.1 -0.30
C -22.3042 -4.3445 5.3088 -0.6 -0.3 1.8 -0.09
C -21.8994 -3.2249 3.2573 0.1 1.1 -0.7 -0.26
C -18.9002 -7.4486 4.3686 -1.9 -0.3 0.0 -0.24
C -13.0592 -3.6940 1.3256 0.2 -0.4 -1.0 -0.19
C -18.1358 -7.8731 5.6001 -0.2 -1.0 0.8 -0.18
C -13.9136 -4.6842 0.5138 0.0 -2.2 1.5 -0.23
C -19.2823 0.5185 3.0839 -0.4 0.5 0.2 -0.09
C -20.9316 -7.5562 5.7652 -0.1 0.5 -0.2 -0.19
C -20.2141 -6.6882 4.7528 1.2 -1.1 -0.3 -0.46
C -21.8277 -4.3709 4.0164 0.9 -1.3 -0.3 -0.36
C -16.8464 -0.8292 -1.5645 -1.3 -0.5 -0.5 -0.17
C -22.1454 -1.8945 0.6438 1.2 1.0 0.0 -0.23
C -22.6612 -2.1683 3.8049 1.0 -0.1 -1.9 -0.13
C -19.5795 -1.5768 1.9520 -1.5 -0.5 0.0 -0.32
C -13.8643 -3.0189 2.4595 0.0 1.0 -1.2 -0.19
C -17.6711 -2.1181 -1.3700 0.8 0.6 1.9 -0.46
C -20.0733 -0.5209 2.6786 -1.7 0.5 0.7 -0.10
C -18.9383 -6.7922 -1.0009 -2.5 0.1 0.8 -0.19
C -17.4582 -0.4950 1.9365 -0.6 0.4 0.9 -0.10
C -23.6282 -5.6684 1.3504 -1.7 0.3 -0.7 -0.19
C -15.3467 -3.1585 2.2899 -1.6 0.1 -2.0 -0.21
C -18.9269 -7.8174 0.1610 -1.0 -0.2 -2.1 -0.20
C -23.0597 -2.0841 5.0793 -0.5 -0.7 1.4 -0.09
C -22.9764 -6.7397 0.4664 0.6 0.6 -0.4 -0.21
H -16.3218 0.2802 -3.3583 0.2 -0.3 -0.3 0.10
H -19.4137 -7.2175 -1.9086 0.4 0.1 0.4 0.12
H -14.2208 -5.5794 1.2159 0.2 1.7 -1.0 0.13
H -13.3283 -5.2617 -0.2411 -0.2 0.9 0.2 0.11
H -13.6194 -3.4481 3.3864 0.6 -0.5 1.3 0.09
H -17.2244 -2.9251 -1.8848 0.8 -1.1 -0.8 0.08
H -19.4837 -1.0832 -1.3945 -0.1 0.2 0.1 0.12
H -22.7716 -1.2280 1.2201 -0.5 -0.2 0.0 0.02
H -20.2246 -8.6419 7.4695 0.2 -0.1 0.1 0.11
H -21.4621 -1.2254 0.1231 -0.2 0.2 -0.6 0.02
H -12.2258 -4.2774 1.7532 0.0 0.6 -0.3 0.11
H -19.8921 -1.1697 -3.7090 -0.6 0.2 0.2 0.10
H -24.6748 -7.0140 2.6009 -0.6 -0.3 0.1 0.10
H -19.3545 -4.8330 -1.1774 0.6 2.0 -1.2 0.01
H -23.2464 -9.0713 2.9270 0.9 0.3 -0.4 0.12
H -15.8300 -4.8028 -0.4055 -0.3 0.3 0.4 0.08
H -16.9901 -5.7249 0.8736 -0.6 -0.8 0.9 0.06
H -21.5576 -8.6612 2.2917 -0.1 -0.3 0.4 0.08
H -22.8972 -1.3552 3.1679 -0.1 0.7 -0.6 0.06
H -23.0310 -4.7746 1.3663 0.7 0.2 0.4 0.05
H -19.0085 -8.7890 -0.3670 0.9 0.1 0.6 0.12
H -18.0044 -8.3828 1.8910 1.0 0.9 -0.3 0.12
H -18.4312 -6.1858 6.9426 -0.3 0.5 0.0 0.10
H -12.6803 -2.9795 0.5466 0.0 -0.3 1.0 0.12
H -17.0898 -0.1959 -0.6958 0.5 0.2 -0.5 0.11
H -19.3684 -2.8390 -3.7874 0.2 0.1 -0.3 0.11
H -15.3062 -1.8790 0.4463 0.0 -0.8 0.3 0.10
H -15.9336 -2.5361 2.9622 0.2 0.1 0.1 0.10
H -24.5592 -5.2442 0.9022 0.3 -0.7 0.1 0.12
H -22.6145 -2.5443 -0.0413 -1.1 -0.3 -0.8 0.00
H -18.0612 -7.6973 7.6898 0.3 -0.2 0.9 0.09
H -24.2111 -8.4406 0.9263 0.4 0.0 -0.1 0.11
H -22.3292 -5.2286 5.9656 0.3 0.4 -0.5 0.10
H -16.8431 -7.9036 0.5393 0.0 -0.6 0.2 0.12
H -13.6534 -1.9350 2.5087 0.2 -0.4 0.0 0.12
H -19.6805 -2.7517 -1.4364 -0.9 -1.1 0.2 0.06
H -16.9778 -2.0752 -4.0384 -1.3 0.7 0.3 0.13
H -17.1667 -6.1743 2.4648 0.0 -0.2 -0.2 0.06
H -20.6746 -5.5751 -0.7032 -0.3 -0.3 0.0 0.06
H -21.9049 -6.5629 0.5008 0.4 0.1 0.1 0.05
H -19.7787 -5.8270 5.2050 -0.1 1.0 0.6 0.07
H -16.4086 -0.5407 1.7473 0.5 0.3 -0.3 0.08
H -22.8984 -7.2259 4.2809 0.1 -0.1 -0.5 0.08
H -23.1606 -3.1632 6.8786 -0.1 -0.2 0.8 0.09
H -21.0240 -8.5342 5.2827 0.0 -0.2 0.3 0.12
H -19.8517 -7.8563 0.7345 -0.3 0.7 0.0 0.09
H -23.2321 -6.6008 -0.5875 -0.3 -0.2 0.0 0.11
H -21.1707 -0.4591 2.9623 1.6 -0.2 -0.4 0.11
H -18.3367 -6.7749 3.8145 1.0 1.1 -0.9 0.01
H -17.9626 -0.9063 -4.9008 0.0 0.3 -0.1 0.10
H -19.1134 -8.2898 3.7009 -0.2 -0.2 0.2 0.10
H -19.7462 1.2968 3.6374 -0.1 0.7 0.5 0.10
H -14.8599 -3.5704 -1.0737 0.1 -0.2 0.5 0.12
H -21.9526 -7.1824 5.8478 0.1 -0.2 0.8 0.07
H -17.0932 -7.6754 5.4453 0.7 0.4 0.1 0.09
H -22.6495 -8.8250 0.2168 0.1 -0.2 0.2 0.10
H -18.1618 -8.9866 5.6704 -0.2 0.6 0.3 0.12
H -23.6152 -1.2609 5.4793 -0.1 0.5 0.0 0.10
H -20.4978 -6.9862 7.8705 -0.8 0.5 0.3 0.10
H -17.2133 1.2831 3.0997 -1.0 -0.4 -0.2 0.12
H -15.6962 -4.1770 2.4620 0.1 -0.1 0.3 0.08
H -17.9386 -6.5080 -1.2300 0.9 0.3 -0.3 0.09
H -17.8970 0.6199 -2.8679 -0.5 0.2 0.3 0.10
H -24.2971 -5.5284 3.4507 0.0 0.3 -0.1 0.11
H -15.8152 -1.1343 -1.6014 0.6 0.2 0.4 0.09
```
Forces are in eV/Å.